No. 1
Below is 2 unconnected molecules or ions with the total composition C6H12N at a distorted geometry, with properties calculated with ωB97M-V/def2-TZVPD.

Properties
E_LUMO	-2.93	eV
gap between HOMO and LUMO	11.29	eV

The geometry in ORCA input format:
```
! RIJCOSX wB97M-V def2-TZVPD def2/J DEFGRID3
* xyz 1 1
C -1.88 0.34 -0.75
C -1.26 1.18 -1.38
C 2.16 0.26 0.30
C 1.11 -0.20 0.96
C -0.51 2.26 -1.97
C -0.41 -2.08 1.58
N 0.22 -1.29 0.44
H -2.73 -0.04 -0.31
H 2.58 1.09 0.98
H 2.45 0.24 -0.68
H 0.83 0.15 1.93
H 0.31 1.86 -2.57
H -0.08 2.86 -1.22
H -1.22 2.89 -2.54
H -1.41 -1.71 1.71
H -0.48 -3.25 1.38
H 0.30 -2.00 2.51
H -0.64 -0.77 -0.06
H 0.67 -1.80 -0.30
*
```



No. 2
Below is 2 unconnected molecules or ions with the total composition C6H12N2 at a distorted geometry, with properties calculated with ωB97M-V/def2-TZVPD.

Properties
E_LUMO (spin up / spin down)	3.36 / 3.26	eV
gap between HOMO and LUMO (spin up / spin down)	2.04 / 7.89	eV

The geometry in ORCA input format:
```
! RIJCOSX wB97M-V def2-TZVPD def2/J DEFGRID3
* xyz -1 2
C -0.82 2.82 -2.29
C -1.37 1.72 -1.42
H 0.18 3.22 -1.94
H -0.87 2.73 -3.29
H -1.37 3.87 -2.39
H -0.56 0.97 -1.26
H -2.12 1.22 -1.95
H -1.72 2.05 -0.43
C -0.34 -0.05 1.53
C 1.26 -2.86 0.05
C 0.27 -1.23 1.24
C 1.25 -1.88 2.00
N 0.31 -1.94 0.01
N 1.94 -2.91 1.35
H 1.62 -3.52 -0.69
H 2.45 -3.61 1.72
H 1.55 -1.54 3.07
H 0.24 0.80 1.57
H -0.92 -0.12 2.40
H -0.99 0.26 0.72
*
```



No. 3
Below is a single C6H12N2 molecule at a distorted geometry, with properties calculated with ωB97M-V/def2-TZVPD.

Properties
E_LUMO	1.03	eV
gap between HOMO and LUMO	8.34	eV

The geometry in ORCA input format:
```
! RIJCOSX wB97M-V def2-TZVPD def2/J DEFGRID3
* xyz 0 1
C 2.05 0.95 0.54
C 0.71 0.32 0.23
C -0.16 -0.40 0.99
N -0.34 -0.56 2.31
C -0.94 -1.01 -0.13
N -0.48 -2.31 -0.57
C -0.06 0.28 -1.04
C -1.05 1.39 -1.34
H 2.83 0.37 0.03
H 2.13 1.97 0.17
H 2.28 0.91 1.61
H -0.05 0.16 2.97
H -1.06 -1.18 2.65
H -2.03 -0.96 -0.07
H 0.53 -2.33 -0.72
H -0.94 -2.64 -1.41
H 0.51 0.00 -1.94
H -1.72 1.56 -0.50
H -0.53 2.33 -1.56
H -1.67 1.15 -2.21
*
```



No. 4
Below is a single C6H12N2 molecule at a distorted geometry, with properties calculated with ωB97M-V/def2-TZVPD.

Properties
E_LUMO	0.99	eV
gap between HOMO and LUMO	10.10	eV

The geometry in ORCA input format:
```
! RIJCOSX wB97M-V def2-TZVPD def2/J DEFGRID3
* xyz 0 1
C 0.56 2.35 -0.18
C 1.46 1.21 0.28
C 0.30 -0.10 -0.06
N 0.52 -1.33 -0.08
C 1.82 -1.82 -0.03
N -1.05 0.46 -0.02
C -1.95 -0.47 -0.70
C -2.11 -0.44 0.71
H -0.12 2.07 -1.08
H 0.00 2.63 0.85
H 1.06 3.44 -0.43
H 2.28 0.81 -0.54
H 1.79 1.26 1.35
H 2.57 -1.50 -0.86
H 2.29 -1.47 1.05
H 1.94 -2.87 -0.13
H -1.53 -1.45 -1.04
H -2.67 0.28 -0.95
H -3.06 -0.14 1.26
H -1.39 -1.43 1.07
*
```